The molecule C4H7P at a distorted geometry, computed with ωB97M-V/def2-TZVPD.

LUMO, eV: 1.128
Orbital gap, eV: 10.26
Total charge: 0
Calculated total energy, Eh: -497.9266
Energy above the lowest of the compared OMol25 structures with the same formula, charge and spin, kcal per mole: 0.0

Each line ends with the Löwdin charge.
Positions of all 12 atoms, in Å:
C 0.965 -0.653 0.055  -0.2196
C 0.986 0.662 0.061  -0.1289
C -0.488 1.352 0.208  -0.4012
P -1.694 -0.046 0.017  0.8521
C -0.352 -1.340 0.216  -0.4316
H 1.857 -1.257 -0.029  0.0945
H 1.842 1.306 0.023  0.0795
H -0.567 1.819 1.191  0.0480
H -0.633 2.115 -0.553  0.0492
H -1.632 -0.057 -1.385  -0.0742
H -0.491 -2.145 -0.510  0.0662
H -0.415 -1.781 1.218  0.0661



The molecule C4H7PS at a distorted geometry, computed with ωB97M-V/def2-TZVPD.

LUMO (alpha / beta), eV: -0.342 / -0.107
Orbital gap (alpha / beta), eV: 7.36 / 7.71
Total charge: 0
Calculated total energy, Eh: -896.0037
Energy above the lowest of the compared OMol25 structures with the same formula, charge and spin, kcal per mole: 66.9

Each line ends with the Löwdin charge.
Positions of all 13 atoms, in Å:
C -1.212 -0.376 -0.180  -0.4120
C -0.698 0.836 0.499  -0.4376
C -0.323 -1.556 -0.179  -0.4021
C 2.244 0.174 -0.125  -0.7090
P 1.025 1.590 -0.122  0.7965
S 1.397 -1.359 0.025  0.8517
H -2.324 -0.597 0.185  0.1539
H -1.427 -0.209 -1.223  0.0926
H -1.423 1.734 0.311  0.0915
H -0.723 0.749 1.636  0.0921
H -0.430 -2.659 -0.064  0.0514
H 3.026 0.150 0.646  -0.0278
H 0.868 1.525 -1.409  -0.1413



The molecule C4H8, computed with ωB97M-V/def2-TZVPD.

LUMO, eV: 1.353
Orbital gap, eV: 12.04
Total charge: 0
Calculated total energy, Eh: -157.1713
Energy above the lowest of the compared OMol25 structures with the same formula, charge and spin, kcal per mole: 7.9

Each line ends with the Löwdin charge.
Positions of all 12 atoms, in Å:
C 0.761 -0.767 0.130  -0.1924
C 0.782 0.752 -0.183  -0.1891
C -0.757 0.780 -0.032  -0.1926
C -0.786 -0.766 0.090  -0.1886
H 1.250 -1.401 -0.613  0.0934
H 1.170 -1.010 1.113  0.0963
H 1.127 0.986 -1.196  0.0969
H 1.346 1.377 0.518  0.0948
H -1.304 1.189 -0.885  0.0935
H -1.096 1.290 0.872  0.0963
H -1.203 -1.266 -0.791  0.0968
H -1.291 -1.165 0.976  0.0946



The molecule C4H8 at a distorted geometry, computed with ωB97M-V/def2-TZVPD.

LUMO, eV: 1.303
Orbital gap, eV: 11.41
Total charge: 0
Calculated total energy, Eh: -157.1486
Energy above the lowest of the compared OMol25 structures with the same formula, charge and spin, kcal per mole: 22.2

Each line ends with the Löwdin charge.
Positions of all 12 atoms, in Å:
C 1.218 0.340 0.886  -0.0995
C -0.205 -0.113 0.514  -0.3692
C -0.890 0.542 -0.650  -0.1511
C -0.329 -0.832 -0.778  -0.1625
H 1.313 1.419 1.297  0.0885
H 1.988 0.407 0.032  0.0855
H 1.631 -0.506 1.575  0.0952
H -0.843 -0.425 1.286  0.1076
H -1.941 0.659 -0.474  0.0921
H -0.320 1.342 -1.084  0.0953
H -1.138 -1.619 -1.048  0.1284
H 0.543 -0.891 -1.415  0.0899



A structure of composition C4H8Ag2BBr4F4 at a distorted geometry, computed with ωB97M-V/def2-TZVPD.

LUMO, eV: -6.085
Orbital gap, eV: 6.06
Total charge: +1
Calculated total energy, Eh: -11171.4034
Energy above the lowest of the compared OMol25 structures with the same formula, charge and spin, kcal per mole: 25.1

Each line ends with the Löwdin charge.
Positions of all 23 atoms, in Å:
Ag 2.406 0.831 2.498  0.8974
Ag 4.418 -0.159 -1.201  0.9458
B 2.110 -1.113 0.126  -1.5259
F 3.397 -1.280 0.548  0.1114
F 1.690 -2.294 -0.409  0.1918
F 1.251 -0.619 1.099  0.1004
F 2.130 -0.239 -0.852  0.1469
Br -0.572 0.151 4.415  0.5948
C -1.085 0.962 2.643  -0.6622
C -2.089 2.110 2.851  -0.6585
Br -2.475 3.012 1.143  0.6057
H -1.543 0.165 2.057  0.0607
H -0.177 1.339 2.172  0.0034
H -1.613 2.860 3.483  0.0496
H -3.078 1.868 3.239  0.0607
Br -0.265 -2.841 -4.356  0.5765
C -0.171 -1.543 -2.821  -0.6452
C -0.991 -0.268 -3.088  -0.6134
Br -1.046 0.922 -1.473  0.5812
H 0.899 -1.428 -2.645  0.0255
H -0.578 -2.229 -2.079  0.0411
H -2.019 -0.461 -3.392  0.0550
H -0.598 0.255 -3.960  0.0574



A structure of composition C4H8AlO3 at a distorted geometry, computed with ωB97M-V/def2-TZVPD.

LUMO (alpha / beta), eV: -10.961 / -12.286
Orbital gap (alpha / beta), eV: 7.77 / 7.38
Total charge: +2
Spin multiplicity: 2
Calculated total energy, Eh: -624.5471
Energy above the lowest of the compared OMol25 structures with the same formula, charge and spin, kcal per mole: 50.7

Each line ends with the Löwdin charge.
Positions of all 16 atoms, in Å:
C 1.797 -0.157 -1.330  0.1366
O 1.942 0.225 -0.116  0.0006
H -0.024 0.368 -1.663  0.1977
H 2.621 0.064 -2.030  0.1663
H 1.388 -1.182 -1.410  0.1392
O -0.588 1.501 0.102  -0.0799
C -1.157 0.772 -0.861  -0.1723
C -1.739 -0.494 -0.238  -0.0859
O -0.647 -1.191 0.361  -0.1170
C -0.558 -1.325 1.698  0.1316
Al 0.706 0.604 0.958  0.8816
H -1.949 1.292 -1.429  0.1776
H -2.141 -1.146 -1.025  0.1746
H -2.526 -0.256 0.493  0.1695
H 0.215 -2.033 2.005  0.1393
H -1.403 -0.959 2.288  0.1407



A cluster of 2 separate species, C4H8BBr2F2N2O2 in total at a distorted geometry, computed with ωB97M-V/def2-TZVPD.

LUMO, eV: 2.450
Orbital gap, eV: 6.40
Total charge: -1
Calculated total energy, Eh: -5789.8803
Energy above the lowest of the compared OMol25 structures with the same formula, charge and spin, kcal per mole: 31.4

Each line ends with the Löwdin charge.
Positions of all 21 atoms, in Å:
N 0.348 0.518 0.472  -0.0361
B 1.783 0.028 0.271  -0.7130
N 2.690 0.202 1.506  0.0609
C 4.051 -0.210 1.088  -0.3523
O 4.383 -1.361 0.760  0.0987
F 5.058 0.822 1.022  0.0052
C 2.264 -0.617 2.645  -0.3467
O 2.253 -1.854 2.726  0.1048
F 1.755 0.122 3.782  -0.0015
H -0.201 0.049 -0.281  -0.1553
H -0.077 0.168 1.346  0.0251
H 1.827 -1.084 -0.198  0.0537
H 2.261 0.734 -0.587  0.0565
Br -5.205 -1.051 -1.172  0.5786
C -4.110 0.553 -1.349  -0.6955
C -3.030 0.368 -2.386  -0.6717
Br -1.565 -0.715 -1.696  0.7716
H -3.720 0.783 -0.357  0.0571
H -4.805 1.338 -1.652  0.0524
H -2.578 1.327 -2.644  0.0620
H -3.385 -0.118 -3.295  0.0456



The ion C4H8BrFN with charge +1 at a distorted geometry, computed with ωB97M-V/def2-TZVPD.

LUMO (alpha / beta), eV: -3.811 / -7.958
Orbital gap (alpha / beta), eV: 4.86 / 6.89
Total charge: +1
Spin multiplicity: 3
Calculated total energy, Eh: -2885.3394

Each line ends with the Löwdin charge.
Positions of all 15 atoms, in Å:
C 1.272 0.791 -0.709  -0.1605
C -0.547 0.096 0.364  -0.1596
C 0.945 0.231 0.684  -0.3370
C 0.081 0.072 -1.346  -0.6270
N -1.335 -1.037 0.895  0.2199
F 1.199 1.037 1.749  0.0336
Br -1.012 0.967 -2.632  0.8643
H 1.129 1.870 -0.711  0.1197
H 2.247 0.558 -1.124  0.1225
H -1.066 1.042 0.482  0.1409
H 1.440 -0.724 0.893  0.1611
H 0.257 -0.963 -1.624  0.0751
H -1.718 -1.619 0.134  0.1827
H -2.130 -0.681 1.444  0.1810
H -0.762 -1.642 1.502  0.1833



A cluster of 2 separate species, C4H8BrIO in total at a distorted geometry, computed with ωB97M-V/def2-TZVPD.

LUMO (alpha / beta), eV: 0.063 / 0.254
Orbital gap (alpha / beta), eV: 7.72 / 8.01
Total charge: 0
Calculated total energy, Eh: -3103.9932
Energy above the lowest of the compared OMol25 structures with the same formula, charge and spin, kcal per mole: 32.7

Each line ends with the Löwdin charge.
Positions of all 15 atoms, in Å:
C 2.224 -0.847 1.455  -0.1413
C 1.962 0.063 0.204  -0.3790
C 0.639 0.057 -0.405  -0.5972
C -2.853 0.890 -0.877  -0.7385
O -3.105 -0.315 -1.314  -0.1509
Br -0.281 -1.560 -0.235  0.7225
I -4.515 2.195 -0.541  0.7149
H 2.916 -0.339 2.056  0.0388
H 1.348 -0.958 2.165  0.0842
H 2.645 -1.786 1.316  0.0391
H 2.118 1.153 0.419  0.1083
H 2.731 -0.096 -0.663  0.1366
H 0.186 0.754 -1.180  0.0561
H -2.052 1.354 -1.470  0.0227
H -3.965 -0.564 -0.930  0.0838



A cluster of 2 separate species, C4H8BrN in total at a distorted geometry, computed with ωB97M-V/def2-TZVPD.

LUMO (alpha / beta), eV: -3.083 / -3.081
Orbital gap (alpha / beta), eV: 6.00 / 6.01
Total charge: 0
Calculated total energy, Eh: -2785.7965
Energy above the lowest of the compared OMol25 structures with the same formula, charge and spin, kcal per mole: 96.3

Each line ends with the Löwdin charge.
Positions of all 14 atoms, in Å:
C 0.697 0.453 0.651  -0.3238
C 0.914 -0.803 -0.143  -0.3287
C -0.599 1.291 0.730  -0.0050
C 0.214 -1.524 -1.286  -0.0071
N 1.541 0.413 -0.411  0.1515
Br 4.451 0.397 0.102  -0.2022
H 1.116 0.471 1.678  0.1660
H 1.591 -1.510 0.228  0.1215
H -0.787 1.586 1.698  0.0440
H -1.371 0.693 0.320  0.0645
H -0.547 2.252 0.200  0.0952
H -0.791 -1.417 -1.051  0.0507
H 0.560 -2.556 -1.337  0.0886
H 0.443 -0.975 -2.183  0.0846



A cluster of 2 separate species, C4H8BrN in total at a distorted geometry, computed with ωB97M-V/def2-TZVPD.

LUMO, eV: 0.680
Orbital gap, eV: 10.15
Total charge: 0
Calculated total energy, Eh: -2785.8975
Energy above the lowest of the compared OMol25 structures with the same formula, charge and spin, kcal per mole: 33.0

Each line ends with the Löwdin charge.
Positions of all 14 atoms, in Å:
C 1.028 -2.435 0.377  -0.0983
C 0.448 -1.377 -0.490  -0.3569
N 0.821 -0.196 -0.703  -0.4278
Br 2.317 0.507 0.139  0.6348
H 1.392 -3.253 -0.245  0.0831
H 0.262 -2.835 1.038  0.0792
H 1.854 -2.042 0.967  0.0270
H -0.446 -1.645 -1.049  0.1137
C -1.600 2.300 0.561  -0.0827
C -0.957 2.119 -0.573  -0.1213
H -1.150 2.814 1.395  0.0412
H -2.608 1.946 0.714  0.0392
H -1.403 1.604 -1.408  0.0451
H 0.042 2.491 -0.723  0.0236



The ion C4H8BrN2 with charge +1 at a distorted geometry, computed with ωB97M-V/def2-TZVPD.

LUMO, eV: -3.792
Orbital gap, eV: 11.19
Total charge: +1
Calculated total energy, Eh: -2840.4547
Energy above the lowest of the compared OMol25 structures with the same formula, charge and spin, kcal per mole: 41.0

Each line ends with the Löwdin charge.
Positions of all 15 atoms, in Å:
C 1.559 -0.166 -0.696  0.0079
N 0.428 -0.171 0.241  -0.1448
C -0.206 1.156 0.487  -0.0532
C -1.677 0.825 0.424  -0.0636
N -1.921 -0.362 0.093  0.0542
C -0.754 -1.082 -0.161  -0.6840
Br -0.631 -2.769 0.839  0.7774
H 1.240 0.214 -1.664  0.1170
H 2.358 0.466 -0.308  0.1190
H 1.944 -1.178 -0.813  0.1137
H 0.765 -0.550 1.134  0.1490
H 0.060 1.863 -0.304  0.1461
H 0.079 1.578 1.449  0.1470
H -2.464 1.533 0.609  0.1378
H -0.780 -1.358 -1.330  0.1766



A structure of composition C4H8BrOP at a distorted geometry, computed with ωB97M-V/def2-TZVPD.

LUMO (alpha / beta), eV: 0.806 / -3.736
Orbital gap (alpha / beta), eV: 8.21 / 5.48
Total charge: 0
Spin multiplicity: 3
Calculated total energy, Eh: -3147.6900
Energy above the lowest of the compared OMol25 structures with the same formula, charge and spin, kcal per mole: 0.0

Each line ends with the Löwdin charge.
Positions of all 15 atoms, in Å:
C -0.449 -2.122 0.105  0.0134
C -1.142 -1.055 0.462  -0.2275
C 0.779 0.743 -1.511  -0.3589
C -0.526 0.230 0.926  -0.6390
O 0.797 0.070 1.323  -0.0872
P -0.695 1.349 -0.609  0.8584
Br 0.599 3.543 0.685  -0.0324
H -0.934 -3.021 -0.233  0.0552
H 0.625 -2.136 0.167  0.0622
H -2.222 -1.038 0.411  0.0979
H 1.506 0.324 -0.814  0.0391
H 1.224 1.555 -2.083  0.0247
H 0.449 -0.032 -2.205  0.0298
H -1.139 0.672 1.724  0.1110
H 1.128 0.917 1.651  0.0533



The molecule C4H8Cl2 at a distorted geometry, computed with ωB97M-V/def2-TZVPD.

LUMO, eV: 0.820
Orbital gap, eV: 11.63
Total charge: 0
Calculated total energy, Eh: -1077.5749
Energy above the lowest of the compared OMol25 structures with the same formula, charge and spin, kcal per mole: 18.6

Each line ends with the Löwdin charge.
Positions of all 14 atoms, in Å:
C 1.454 0.458 0.145  -0.0694
C -0.028 -0.085 0.419  -0.9361
C -1.078 0.981 0.086  -0.1215
Cl -0.296 -0.664 2.142  0.6229
C -0.382 -1.288 -0.326  -0.6120
Cl -0.217 -1.316 -2.201  0.4770
H 2.080 -0.352 -0.095  0.0525
H 1.813 1.298 0.868  0.1218
H 1.431 0.962 -0.801  0.0539
H -2.088 0.721 0.352  0.0777
H -0.937 1.229 -1.008  0.0937
H -0.679 1.853 0.560  0.0657
H 0.345 -2.116 -0.054  0.0798
H -1.419 -1.681 -0.086  0.0938



A cluster of 2 separate species, C4H8Cl2N in total at a distorted geometry, computed with ωB97M-V/def2-TZVPD.

LUMO, eV: -4.287
Orbital gap, eV: 8.50
Total charge: +1
Calculated total energy, Eh: -1131.9884
Energy above the lowest of the compared OMol25 structures with the same formula, charge and spin, kcal per mole: 37.3

Each line ends with the Löwdin charge.
Positions of all 15 atoms, in Å:
C -0.976 0.069 0.949  -0.0173
C -0.255 0.735 -0.095  -0.3274
C 1.272 -2.189 0.549  -1.1366
C -0.775 1.059 -1.456  0.0388
N 0.986 1.050 0.145  0.2276
Cl 2.749 -2.920 0.600  0.6464
Cl -0.011 -3.198 0.429  0.6605
H -0.356 0.007 1.749  0.0569
H -1.932 0.507 1.194  0.1252
H -0.697 0.249 -2.122  0.0913
H 0.018 1.760 -1.793  0.1078
H -1.786 1.466 -1.385  0.1168
H 1.279 0.910 1.153  0.1723
H 1.725 1.401 -0.477  0.1685
H -1.241 -0.907 0.559  0.0692



The ion C4H8Cl2NO3S with charge -1 at a distorted geometry, computed with ωB97M-V/def2-TZVPD.

LUMO (alpha / beta), eV: 3.407 / -0.501
Orbital gap (alpha / beta), eV: 4.44 / 4.93
Total charge: -1
Spin multiplicity: 3
Calculated total energy, Eh: -1756.0971
Energy above the lowest of the compared OMol25 structures with the same formula, charge and spin, kcal per mole: 12.6

Each line ends with the Löwdin charge.
Positions of all 19 atoms, in Å:
C -0.732 -0.821 -1.100  -0.1069
C -0.795 -0.407 1.385  -0.0949
C 0.010 -0.220 0.057  -0.5460
C 0.394 1.421 -0.053  -1.2509
N -0.815 2.069 -0.308  0.0276
O 2.372 -0.624 1.086  -0.3959
O 1.106 -2.533 0.581  -0.3235
O 2.030 -1.196 -1.248  -0.3493
S 1.558 -1.256 0.098  0.3388
Cl 1.487 1.630 -1.561  0.5605
Cl 1.299 1.837 1.355  0.6473
H -1.593 -0.176 -1.577  0.1176
H 0.021 -0.996 -1.809  0.0378
H -1.084 -1.650 -0.647  0.0334
H -1.068 0.560 1.788  0.0471
H -1.763 -1.023 1.384  0.1004
H -0.192 -1.003 2.016  0.0473
H -1.550 1.473 -0.620  0.0553
H -0.684 2.915 -0.828  0.0543